245
Properties=species:S:1:pos:R:3 method="wB97M-V/def2-TZVPD" smiles=COC[C@H](C)N.COCCNCCOC.COCCNCCOC.COCCNCCOC.COCCNCCOC.COCCNCCOC.COCCNCCOC.COCCNCCOC.COCCNCCOC.COCCNCCOC.CC(C)O e_above_lowest_kcal_mol=0.0 multiplicity=1
N 0.612 1.240 3.942
H -4.610 0.736 0.034
H 4.171 4.527 1.302
H 6.033 -1.143 2.491
H 3.810 -2.630 -1.608
H 3.349 0.906 -6.982
H 9.249 1.392 5.226
H -0.025 -1.415 2.590
H 5.948 -5.519 -1.169
H -1.885 0.280 -4.049
H 9.232 0.258 6.535
O -8.816 5.511 2.740
C 5.466 -2.916 3.030
C 6.164 -1.134 4.470
H 3.456 2.960 1.271
H -3.789 3.365 1.650
C -4.517 -0.398 3.148
H -1.653 -1.514 -0.919
H -2.006 -4.346 -1.394
C -9.064 -0.236 4.975
H -11.254 1.208 2.923
H 2.625 -2.043 0.251
C -1.532 1.976 0.154
H -9.714 7.228 2.411
H 1.091 -3.253 3.494
H 4.408 -7.077 -0.436
H 6.022 -3.063 -4.428
H 1.607 -3.720 -3.243
H -0.274 3.735 -9.195
O 4.227 -1.562 1.498
H 4.031 5.994 -11.260
H 3.506 -3.379 2.353
H -2.206 3.062 -5.389
C 8.131 -8.490 -0.425
H -5.000 -0.339 5.244
H -1.910 -3.757 1.930
H 1.752 2.717 -7.469
C -1.792 -2.327 -1.638
H 1.320 3.848 -11.036
C 4.052 -2.461 2.574
H 0.545 1.290 1.842
C -4.449 -0.057 0.764
H -2.058 2.055 -0.805
H 4.340 0.498 6.327
C 0.002 5.034 5.223
H 3.752 -4.163 0.275
H 3.894 0.339 -5.324
H 2.873 6.153 -5.088
H 3.149 -0.395 0.169
H -0.163 -5.123 2.612
H -3.242 6.962 1.356
C 1.099 -0.651 -6.584
C 3.364 -0.001 6.396
H 10.376 0.014 5.226
H -4.957 -4.727 0.726
H 1.104 -7.645 -1.062
O -9.614 0.633 4.003
H 2.602 4.348 2.063
H -4.064 4.095 3.306
C 5.560 -2.649 -3.535
C -1.248 3.980 -3.094
H -3.840 -3.063 3.936
H 2.213 -0.913 1.538
O -1.798 -3.142 3.931
H 0.228 5.023 4.149
H -1.035 -0.943 -6.818
H -3.160 -4.738 3.768
O -1.070 2.719 -3.691
C 2.521 4.386 -0.090
H -2.378 -2.126 2.276
N 0.889 -3.253 2.500
O -4.328 5.291 1.560
H 1.231 4.627 -5.163
H 5.439 -2.716 -0.875
H 0.123 3.062 -6.780
N -2.212 -3.508 -0.864
O -0.514 -3.661 -3.158
H -3.411 -0.405 0.779
C 9.355 0.323 5.444
N 0.927 4.702 -7.763
N -0.673 0.774 -5.733
C 0.553 4.448 -9.153
H 1.817 2.951 -5.050
N 5.470 -5.277 -0.305
H 0.754 -3.197 -4.706
H 1.921 2.014 5.397
O -4.167 -5.603 -0.962
H 4.122 3.850 -1.406
H -2.198 1.541 0.900
C -0.468 -2.510 -2.331
H -9.850 3.776 2.966
C 0.698 -3.865 -3.834
H 4.680 -2.089 -3.884
H 2.283 1.065 -2.873
C -4.790 -6.799 -0.564
H -11.007 -0.503 3.061
N 6.416 -1.789 3.183
H 0.592 1.955 -1.734
H -2.784 6.066 2.793
H 2.266 3.187 -9.697
H 0.413 -2.559 -1.681
N 0.721 1.431 0.845
H -0.850 1.995 5.950
H -6.636 4.971 3.346
H 2.896 0.060 3.196
H -2.088 4.034 -2.388
O 0.103 3.748 5.781
H -1.005 5.451 5.331
H -5.830 2.472 2.072
C 4.313 -4.473 -0.608
C 1.943 1.690 4.351
C 2.111 0.037 -2.536
C -0.357 0.994 -0.056
H -8.143 3.642 4.606
N -6.761 -0.253 4.092
C -0.247 -2.408 2.187
H -1.387 4.751 -3.859
H -4.881 -7.408 -1.459
C -4.392 4.050 2.265
H -1.261 2.980 0.471
C -1.906 0.899 -4.959
H -0.700 -0.015 0.210
O 1.246 0.011 -1.418
C 5.072 -6.565 0.276
O 2.609 5.182 -10.040
H 7.869 -9.550 -0.382
H -6.395 3.944 1.379
H 1.860 5.113 -7.795
C 2.957 0.585 4.149
O 6.951 -7.727 -0.640
H 6.946 -6.991 1.260
C 0.739 -6.623 -0.950
H 0.268 0.497 4.539
H 3.584 -5.047 -1.213
H 8.640 -8.207 0.500
C -8.865 4.102 2.597
H -0.373 4.181 -2.476
C 7.163 -0.019 4.756
H -7.442 1.053 5.676
C -5.835 3.549 2.237
H 3.576 -1.965 3.428
O 0.932 -6.204 0.367
H -7.017 0.069 3.168
H -4.205 -3.067 -1.274
H -0.524 0.502 -2.143
H -3.436 -0.341 3.318
H 1.137 -0.168 -7.569
H -5.221 1.172 4.354
H 1.418 -1.683 -6.770
O -4.743 0.470 2.030
H 2.574 3.855 -2.209
H 1.572 -5.246 2.442
H -10.839 5.856 2.502
O 8.482 -0.533 4.761
H 4.591 4.620 -10.262
O 1.105 4.191 -0.037
H -0.308 -6.623 -1.275
H 5.170 -0.666 4.487
C 4.689 -3.268 -1.454
H 3.445 4.886 -3.969
H 1.590 0.950 0.632
H 1.394 -4.241 0.112
C 3.754 5.024 -10.840
C 0.181 0.982 -1.461
H -11.648 0.476 4.475
H -8.724 3.843 1.543
H -7.308 -0.632 6.005
H 5.869 -8.387 1.027
N -6.509 3.968 3.483
H 6.208 -1.937 -3.019
C 0.704 -4.662 2.129
H 5.421 -3.433 3.990
C -10.947 0.436 3.633
H -7.984 2.371 3.464
H -5.727 -6.713 -0.007
C 0.631 -4.843 0.619
H -0.357 -4.565 0.240
H 5.785 -3.637 2.272
C 3.204 4.021 1.217
H 0.726 -4.876 -4.241
H 0.931 3.234 0.138
H -0.300 -1.629 -2.969
H -3.287 -5.128 0.826
C 3.067 3.588 -1.273
H 1.351 -6.001 -1.613
H 2.917 2.522 -1.095
H 0.075 1.081 -5.115
H -4.824 -1.400 2.826
C -0.436 2.267 3.882
C 3.522 5.274 -4.983
C -3.035 -3.748 4.217
C -5.356 0.080 4.301
H 3.555 4.390 -11.713
C 6.250 -7.470 0.560
H -9.692 -0.170 5.868
H -9.843 6.133 1.019
H 8.772 -8.239 -1.268
H 1.606 -0.502 -3.341
H 3.584 -0.893 6.982
H -1.835 3.263 5.227
H -3.039 2.449 -3.941
H -1.303 1.733 3.476
H -3.066 -3.902 5.296
H -5.132 -0.850 0.436
C -7.609 0.069 5.215
H 3.075 -0.421 -2.318
H -4.131 -7.354 0.121
C -3.102 5.952 1.755
C 1.114 3.465 -6.979
H -2.556 -2.078 -2.387
O 2.914 -0.435 5.135
O 3.119 4.295 -5.922
C -3.594 -3.367 -0.409
C -1.639 -2.894 2.547
C 1.734 4.081 -10.046
H -0.273 -2.273 1.098
H 2.651 5.442 -0.336
H 4.536 -6.352 1.204
C 1.794 3.847 -5.683
C -7.886 3.454 3.558
H 6.184 -1.798 5.336
O 5.159 -3.709 -2.705
C -9.878 6.195 2.108
H 0.118 5.367 -9.560
H 3.588 -0.752 -6.599
H 2.688 0.658 6.940
C 3.015 -1.225 0.864
H -2.747 0.514 -5.542
H 7.083 0.767 3.994
H -2.291 5.527 1.148
H -9.120 -1.269 4.607
H -0.189 3.045 3.157
C 3.216 0.191 -6.165
H -3.599 -2.508 0.258
O 1.898 0.089 -5.684
C -0.827 2.828 5.241
H 2.218 2.562 3.757
C -4.032 -4.708 0.135
C -0.337 -0.628 -6.044
H 3.960 1.042 4.120
H 4.493 5.655 -5.289
H 0.725 5.696 5.692
H 6.928 0.415 5.737
C -2.136 2.345 -4.563
H -0.346 -1.264 -5.152